[1]
Formula: C2H10N2O2
Source: the Open Molecules 2025 dataset
Level of theory: wB97M-V/def2-TZVPD

Calculated values
**Strongest force on any atom**: 3.1 eV Å⁻¹
**Multiplicity**: 1
**HOMO**: -0.347 Eh

XYZ file:
```
16
C2H10N2O2 | the Open Molecules 2025 dataset | wB97M-V/def2-TZVPD
H 0.8344 -0.5162 -3.3020
N 1.5659 -0.2403 -2.6549
C 0.9522 0.4980 -1.7972
N 1.6202 1.4325 -1.0204
C 1.1105 1.7398 0.3057
H -0.0752 0.8210 -2.0332
H 2.5824 1.1050 -1.0849
H 1.8679 1.7258 1.0893
H 0.2401 1.1806 0.6453
H 0.8097 2.7927 0.3403
O -4.0186 0.6894 3.9200
H -4.7531 1.3337 3.8814
H -3.9984 0.4091 2.9934
O 0.6386 -4.6700 -0.2978
H 0.8772 -3.9416 -0.8901
H -0.2537 -4.3596 -0.0949
```


[2]
Formula: C2H10N2O2
Source: the Open Molecules 2025 dataset
Level of theory: wB97M-V/def2-TZVPD

Calculated values
**Strongest force on any atom**: 2.4 eV Å⁻¹
**Multiplicity**: 1
**HOMO**: -0.359 Eh

XYZ file:
```
16
C2H10N2O2 | the Open Molecules 2025 dataset | wB97M-V/def2-TZVPD
N 2.6835 1.2284 0.4878
C 2.0098 0.0803 0.0041
O 0.7016 0.2874 -0.4883
H 3.2092 1.7376 -0.2040
H 2.0438 1.8215 1.0035
H 2.6176 -0.4601 -0.7185
H 1.7999 -0.5530 0.8690
H -0.0686 0.2002 -1.0369
N -1.8967 0.3741 0.4910
C -1.7827 -1.0418 0.3441
O -1.5537 -1.4597 -1.0091
H -1.1979 0.9852 0.0911
H -2.7529 0.6500 0.0258
H -0.9533 -1.3701 0.9649
H -2.6840 -1.5283 0.7175
H -2.1756 -0.9516 -1.5419
```


[3]
Formula: C2H10N2O2
Source: the Open Molecules 2025 dataset
Level of theory: wB97M-V/def2-TZVPD

Calculated values
**Strongest force on any atom**: 1.2 eV Å⁻¹
**Multiplicity**: 1
**HOMO**: -0.288 Eh

XYZ file:
```
16
C2H10N2O2 | the Open Molecules 2025 dataset | wB97M-V/def2-TZVPD
N 3.6201 1.9386 0.8336
C 2.3662 2.4843 0.3499
C 1.3340 1.7001 0.0307
N 0.0417 2.1677 -0.1717
H 3.4477 1.5328 1.7389
H 4.0359 1.3184 0.1555
H 2.3193 3.5248 0.0681
H 1.4103 0.6239 -0.0014
H -0.0842 3.1213 0.1222
H -0.7029 1.5934 0.1999
O -5.5022 -3.9918 0.1660
H -5.0517 -4.6223 -0.4071
H -5.6550 -4.4457 0.9987
O -0.3507 -1.9855 -1.2179
H -0.9910 -2.0649 -1.9416
H -0.2376 -2.8952 -0.9237
```


[4]
Formula: C2H10N2O2
Source: the Open Molecules 2025 dataset
Level of theory: wB97M-V/def2-TZVPD

Calculated values
**Strongest force on any atom**: 2.6 eV Å⁻¹
**Multiplicity**: 1
**HOMO**: -0.342 Eh

XYZ file:
```
16
C2H10N2O2 | the Open Molecules 2025 dataset | wB97M-V/def2-TZVPD
C 1.0472 -2.1630 -1.5426
N 0.1456 -1.0645 -1.8053
C -0.9836 -1.2327 -2.3352
N -1.4778 -2.5070 -2.7005
H 0.7004 -2.8928 -0.8017
H 1.9259 -1.6953 -1.1156
H 1.3158 -2.7890 -2.3982
H -1.7007 -0.4596 -2.5703
H -1.9826 -2.6757 -3.5693
H -0.8982 -3.2572 -2.4068
O 1.9088 2.2935 2.6483
H 2.0905 2.0406 1.7744
H 1.4894 1.6313 3.1925
O -0.9282 3.6578 4.2602
H -0.2769 4.3408 4.3113
H -0.7966 3.0994 3.4923
```


[5]
Formula: C2H10N2O2
Source: the Open Molecules 2025 dataset
Level of theory: wB97M-V/def2-TZVPD

Calculated values
**Strongest force on any atom**: 3.3 eV Å⁻¹
**Multiplicity**: 2
**HOMO (spin up / spin down)**: -0.495 / -0.491 Eh
**Charge**: +1

XYZ file:
```
16
C2H10N2O2 | the Open Molecules 2025 dataset | wB97M-V/def2-TZVPD
N 2.3419 0.2061 -0.2466
C 1.3265 0.3604 -1.2018
O 0.3498 1.3745 -0.9622
H 2.1089 0.5357 0.6794
H 3.2107 0.5771 -0.6007
H 1.6802 0.4584 -2.2355
H 0.7282 -0.5620 -1.3886
H -0.0649 1.6454 -1.7874
N -0.9705 0.2271 1.4253
C -1.4618 -1.1276 1.2250
O -1.8847 -1.2255 -0.0825
H -0.1412 0.3798 0.8454
H -1.5926 0.9941 1.1451
H -0.6292 -1.7786 1.4170
H -2.2936 -1.3508 1.8816
H -2.7078 -0.7140 -0.1138
```


[6]
Formula: C2H10N2O3
Source: the Open Molecules 2025 dataset
Level of theory: wB97M-V/def2-TZVPD

Calculated values
**Strongest force on any atom**: 4.2 eV Å⁻¹
**Multiplicity**: 1
**HOMO**: -0.357 Eh

XYZ file:
```
17
C2H10N2O3 | the Open Molecules 2025 dataset | wB97M-V/def2-TZVPD
N -1.1175 -1.0586 0.5379
C -0.8855 0.2078 -0.0023
C 0.6024 0.6495 0.0569
N 1.4725 -0.4023 0.1040
O 0.7485 1.7342 -0.4959
H -0.6942 -1.3133 1.4105
H -2.0266 -1.4606 0.4754
H -0.9323 0.2638 -1.1838
H -1.5965 0.9637 0.3279
H 1.0324 -1.2359 0.3280
H 2.2085 -0.4800 -0.6109
O -1.3218 -1.4856 -2.5855
H -2.0581 -1.5574 -3.2115
H -1.5338 -1.7274 -1.7014
O 1.8682 2.4372 2.5219
H 1.4949 1.9050 1.7723
H 2.7389 2.5599 2.2566
```


[7]
Formula: C2H10N2S
Source: the Open Molecules 2025 dataset
Level of theory: wB97M-V/def2-TZVPD

Calculated values
**Strongest force on any atom**: 2.4 eV Å⁻¹
**Multiplicity**: 1
**HOMO**: -0.326 Eh

XYZ file:
```
15
C2H10N2S | the Open Molecules 2025 dataset | wB97M-V/def2-TZVPD
N 4.4187 -0.5449 0.7163
C 3.8437 -1.0329 1.9600
N 4.7802 -1.6222 2.9631
H 4.4071 -1.2502 -0.0067
H 5.3282 -0.1152 0.6361
H 3.1979 -1.8406 1.6082
H 3.2428 -0.2536 2.4555
H 5.0979 -2.4880 2.5575
H 5.4308 -0.9357 3.3017
C -3.6036 1.1559 -1.0333
S -4.9086 1.0431 -2.2720
H -2.8430 0.3665 -1.0995
H -3.9486 1.0570 -0.0132
H -2.9363 2.0350 -1.0687
H -4.2041 1.5137 -3.3297
```


[8]
Formula: C2H10N2S2
Source: the Open Molecules 2025 dataset
Level of theory: wB97M-V/def2-TZVPD

Calculated values
**Strongest force on any atom**: 2.1 eV Å⁻¹
**Multiplicity**: 1
**HOMO**: -0.307 Eh

XYZ file:
```
16
C2H10N2S2 | the Open Molecules 2025 dataset | wB97M-V/def2-TZVPD
C 2.7458 1.6126 0.3540
S 2.7678 -0.0619 -0.4111
S 2.1996 -1.1805 1.2481
H 3.3964 1.5416 1.2160
H 3.2256 2.2341 -0.4026
H 1.7174 1.8976 0.4266
H 1.0737 -0.4781 1.3847
N -2.6791 -1.1414 -1.0485
C -1.4381 -0.4018 -0.7314
N -1.1950 -0.4423 0.7080
H -3.4277 -0.5960 -0.6249
H -2.9849 -1.2074 -2.0132
H -1.5094 0.6384 -1.0448
H -0.6495 -1.0086 -1.1772
H -1.9654 0.0233 1.1802
H -1.2770 -1.4294 0.9360
```


[9]
Formula: C2H10N3
Source: the Open Molecules 2025 dataset
Level of theory: wB97M-V/def2-TZVPD

Calculated values
**Strongest force on any atom**: 3.5 eV Å⁻¹
**Multiplicity**: 1
**HOMO**: -0.537 Eh
**Charge**: +1

XYZ file:
```
15
C2H10N3 | the Open Molecules 2025 dataset | wB97M-V/def2-TZVPD
N -1.6524 -0.0296 -1.3488
C -0.2832 0.3648 -1.3546
N 0.4996 -0.4120 -0.3166
C 0.3105 0.2076 1.1784
N 1.1214 -0.5304 2.0550
H -1.9428 -0.4498 -2.2229
H -2.2712 0.7746 -1.2853
H -0.0259 1.4252 -1.3314
H 0.1446 -0.1016 -2.2504
H 0.0990 -1.3488 -0.2137
H 1.5118 -0.4752 -0.3965
H -0.7471 0.1891 1.3697
H 0.4541 1.2791 1.0109
H 2.0611 -0.1734 2.1462
H 0.7205 -0.7196 2.9600
```


Short version: molecular weight = 94.1, 94.1, 94.1, 94.1, 94.1, 110.1, 94.2, 126.3, 76.1 g mol⁻¹, in the order given.
Short version: energy relative to the best compared isomer or geometry (same formula, charge and spin) = 130.1, 189.0, 132.8, 97.5, 158.0, 189.9, 82.6, 41.7, 127.6 kJ/mol, in the order given.